Entry 1:
Density functional theory data (ωB97M-V/def2-TZVPD) for C37H47N3O2PSSiSn as an isolated structure.

The value obtained for the orbital gap is 7.81 eV. Its total energy is -2995.41751 Ha. The calculation puts the highest occupied orbital energy at -0.5940 hartree. The value obtained for the largest force on an atom is 0.01502 hartree/bohr. As for the total charge: +3.

Positions of all 93 atoms, in Å:
Sn: 0.120 0.098 -0.276
C: 0.652 -3.324 -3.990
C: -0.075 -2.752 -2.774
C: -1.339 -3.544 -2.450
C: 0.899 -2.673 -1.592
C: 1.388 -4.022 -1.047
O: 0.998 -3.997 0.358
C: 0.374 -2.880 0.624
N: 0.269 -2.066 -0.386
C: -0.136 -2.765 2.012
C: -0.306 -3.987 2.667
C: -0.774 -4.054 3.971
C: -1.071 -2.893 4.658
C: -0.908 -1.667 4.028
C: -0.445 -1.577 2.717
P: -0.291 0.137 2.162
C: -1.766 1.049 2.587
C: -1.731 2.044 3.562
C: -2.906 2.697 3.907
C: -4.102 2.346 3.296
C: -4.135 1.341 2.333
C: -2.969 0.692 1.971
C: 1.207 0.871 2.800
C: 1.473 2.215 2.513
C: 2.641 2.790 2.983
C: 3.539 2.031 3.728
C: 3.277 0.697 4.005
C: 2.109 0.108 3.543
H: 0.000 -3.314 -4.862
H: 0.948 -4.362 -3.828
H: 1.546 -2.749 -4.235
H: -0.349 -1.714 -3.016
H: -1.114 -4.586 -2.216
H: -2.008 -3.558 -3.312
H: -1.887 -3.129 -1.600
H: 1.747 -2.045 -1.871
H: 2.465 -4.157 -1.081
H: 0.898 -4.881 -1.495
H: -0.076 -4.904 2.146
H: -0.901 -5.019 4.442
H: -1.432 -2.933 5.677
H: -1.154 -0.763 4.573
H: -0.801 2.311 4.048
H: -2.888 3.472 4.661
H: -5.017 2.848 3.581
H: -5.078 1.060 1.881
H: -2.999 -0.106 1.237
H: 0.768 2.814 1.946
H: 2.848 3.832 2.781
H: 4.446 2.489 4.101
H: 3.976 0.116 4.591
H: 1.905 -0.931 3.766
C: -1.598 3.609 -0.413
C: -0.210 3.424 -0.942
C: 0.522 4.451 -1.517
C: 1.824 4.205 -1.933
C: 2.408 2.957 -1.789
C: 1.638 1.956 -1.214
N: 0.365 2.220 -0.802
N: 1.955 0.625 -0.976
Si: 3.631 -0.035 -0.954
C: 3.565 -1.472 0.254
C: 4.094 -0.578 -2.664
C: 4.773 1.285 -0.311
H: -1.577 4.217 0.494
H: -2.061 2.654 -0.170
H: -2.221 4.140 -1.133
H: 0.082 5.432 -1.631
H: 2.394 5.005 -2.388
H: 3.412 2.766 -2.133
H: 3.658 -2.440 -0.241
H: 2.668 -1.483 0.881
H: 4.408 -1.395 0.944
H: 3.429 -1.335 -3.085
H: 5.102 -1.002 -2.652
H: 4.115 0.264 -3.359
H: 4.294 1.913 0.444
H: 5.172 1.932 -1.092
H: 5.631 0.806 0.165
O: -1.641 0.196 -1.307
S: -2.542 -0.252 -2.501
C: -4.230 -0.067 -1.873
C: -5.037 0.660 -2.969
C: -4.101 1.014 -4.141
C: -2.694 1.181 -3.576
H: -4.124 0.515 -0.956
H: -4.603 -1.060 -1.631
H: -5.471 1.562 -2.542
H: -5.859 0.036 -3.308
H: -4.404 1.938 -4.629
H: -4.113 0.236 -4.905
H: -2.586 2.064 -2.943
H: -1.902 1.147 -4.322


Entry 2:
Density functional theory data (ωB97M-V/def2-TZVPD) for one molecule with the formula C37H47NO12 in a non-equilibrium geometry.

The value obtained for the orbital gap is 6.82 eV. Its total energy is -2395.78021 Ha. The calculation puts the highest occupied orbital energy at -0.2692 hartree. The value obtained for the largest force on an atom is 0.02369 hartree/bohr.

Positions of all 97 atoms, in Å:
C: -5.198 1.282 2.317
H: -4.833 0.257 2.260
H: -6.158 1.351 1.800
H: -5.300 1.605 3.350
O: -4.259 2.163 1.710
C: -3.695 1.747 0.584
O: -3.979 0.701 0.046
C: -2.761 2.793 0.000
H: -3.389 3.692 -0.058
C: -2.387 2.448 -1.466
C: -2.070 3.742 -2.219
H: -1.123 4.162 -1.890
H: -2.849 4.480 -2.046
H: -2.013 3.569 -3.290
H: -3.287 2.005 -1.907
C: -1.242 1.428 -1.618
O: -1.475 0.241 -0.874
H: -2.432 0.138 -0.728
C: -0.948 1.071 -3.099
C: -2.185 0.523 -3.816
H: -1.903 0.127 -4.789
H: -2.636 -0.283 -3.241
H: -2.929 1.300 -3.972
H: -0.614 1.974 -3.612
C: 0.197 0.035 -3.218
O: -0.210 -1.216 -2.709
H: -0.599 -1.004 -1.840
H: 0.382 -0.131 -4.289
C: 1.531 0.473 -2.575
C: 2.553 -0.607 -2.803
C: 3.657 -0.827 -2.085
C: 4.128 -0.055 -0.958
C: 5.181 -0.395 -0.203
C: 5.926 -1.674 -0.452
O: 7.065 -1.713 -0.867
N: 5.217 -2.808 -0.187
C: 3.916 -2.807 0.347
C: 2.849 -3.278 -0.413
C: 1.526 -3.094 0.064
C: 1.312 -2.536 1.367
C: 2.429 -2.185 2.158
C: 3.698 -2.300 1.619
H: 4.534 -1.989 2.223
O: 2.374 -1.717 3.417
H: 1.452 -1.605 3.744
C: -0.046 -2.318 1.765
C: -1.101 -2.609 0.896
C: -0.911 -3.131 -0.379
C: 0.399 -3.357 -0.775
O: 0.616 -3.824 -2.032
H: -0.055 -3.449 -2.624
C: -2.075 -3.415 -1.282
H: -2.994 -3.157 -0.766
H: -2.103 -4.471 -1.550
H: -2.014 -2.828 -2.199
O: -2.326 -2.347 1.403
C: -2.153 -1.699 2.643
C: -3.036 -2.327 3.712
H: -2.883 -3.403 3.709
H: -4.081 -2.110 3.502
H: -2.760 -1.933 4.687
O: -2.450 -0.332 2.392
C: -2.070 0.582 3.344
C: -1.432 1.696 3.016
C: -0.905 1.981 1.637
H: -1.024 1.069 1.037
O: 0.479 2.317 1.698
C: 1.312 1.236 2.034
H: 1.089 0.846 3.032
H: 2.332 1.613 2.016
H: 1.213 0.421 1.306
C: -1.577 3.173 0.918
C: -1.975 4.274 1.899
H: -2.801 3.954 2.528
H: -1.124 4.525 2.526
H: -2.275 5.169 1.357
H: -0.792 3.585 0.276
H: -1.203 2.416 3.785
H: -2.374 0.365 4.361
C: -0.648 -1.792 2.950
O: -0.180 -1.394 4.012
O: 3.163 -3.870 -1.585
H: 2.346 -4.051 -2.078
H: 5.577 -3.675 -0.565
C: 5.759 0.488 0.855
H: 6.827 0.606 0.674
H: 5.639 0.044 1.843
H: 5.282 1.465 0.851
H: 3.620 0.877 -0.746
H: 4.299 -1.644 -2.387
H: 2.356 -1.250 -3.650
H: 1.383 0.594 -1.497
C: 2.040 1.791 -3.172
H: 1.415 2.630 -2.872
H: 3.055 1.983 -2.834
H: 2.050 1.732 -4.258
H: -0.332 1.871 -1.196